Formula: C72H168N24O24
Source: the OMol25 dataset
Level of theory: ωB97M-V with the def2-TZVPD basis set

Each line ends with the Mulliken charge.
Geometry (Å):
H -1.379588 -10.543712 -0.415189  0.378
H -2.353246 0.914884 0.509261  -0.151
H 1.237483 -5.260672 0.271694  0.608
H -5.920985 5.788791 -2.681417  0.260
H 1.501888 -4.374656 6.365954  0.305
H -4.582605 9.092692 -1.228617  0.435
O 2.390855 5.678297 -4.334063  -0.875
N -6.744935 -3.749071 0.007475  -0.079
O 4.718117 1.596522 -1.392788  -0.358
H -1.602593 3.413626 0.029716  -1.576
H 1.408480 4.983350 -1.986275  -0.150
H 7.309840 3.233558 -1.959096  0.245
C -4.865932 0.754013 5.621269  -0.596
C -3.003301 -0.840399 -4.592951  -0.271
N 0.475928 -3.925263 1.678890  1.572
H 0.296791 -9.933438 -0.133850  0.390
H -5.460931 -8.989005 0.035924  0.384
H 7.608627 2.752423 0.504909  0.566
C 2.332524 3.878603 -6.202084  -1.156
O 0.735826 5.017162 3.228290  -0.875
N 0.156623 -5.529954 -2.708996  0.333
H 4.385508 3.017744 6.628938  0.436
C -0.720253 -9.040044 -1.904372  0.678
H -7.754641 2.870413 -1.631090  0.367
C -7.029022 0.933970 2.540401  -0.876
H -1.349386 -8.660078 6.236181  0.375
C -6.882348 2.706482 -1.031425  -0.945
H 2.139129 -1.064651 -1.533353  -0.268
C 6.089902 5.663621 -3.569849  1.079
C -2.796599 7.808815 -0.942951  0.583
C 3.456415 2.712985 6.219197  -1.160
O 2.275850 -6.298104 4.584208  -0.782
N -0.219695 1.416433 4.235651  0.464
C -5.877004 5.990559 -3.722941  -1.097
H 0.316191 -6.504543 -2.620337  0.246
H -1.164041 -8.912601 0.222191  -0.035
N -2.162033 0.350692 -4.525398  0.388
C 1.739409 -0.011058 -1.458665  -0.145
C 3.282115 2.068489 2.102214  1.905
H -2.551178 -6.830995 2.035812  -0.279
C -5.848552 -3.806515 2.309600  -0.698
H 3.624117 1.789941 1.080022  -0.933
O -4.115474 4.856513 -1.298412  -1.080
C 2.614392 -5.136427 -2.408425  -0.862
C 2.099706 4.497977 -3.950999  0.027
H -0.174450 7.551991 -2.821516  0.341
C -1.835716 4.750870 -2.152572  -0.494
H -1.369982 -9.626557 -4.708786  0.320
C 6.648583 2.961585 0.079563  -0.263
H -6.939564 1.798259 -0.465276  -0.136
H -2.970572 -1.401331 -5.530704  0.451
H 5.107375 -2.486107 1.379666  0.429
H 3.362909 -5.882331 2.513813  0.290
H -6.690598 -3.135589 2.648345  0.302
H 10.385840 0.440569 -4.540761  0.381
C 3.588697 1.335075 5.529465  0.621
H 3.310627 -4.903526 -3.177807  0.458
N 0.274669 0.116416 -1.271706  1.346
H -0.979201 5.217890 -1.704512  -0.428
C -3.464563 3.406307 1.140130  -1.155
H 6.424592 2.361841 -4.005253  0.382
O 0.005226 2.043677 0.007230  -0.063
H -0.611129 -1.618225 -5.434378  0.398
H 5.154425 5.422377 1.960745  0.194
H -2.692616 -2.164155 2.835972  0.610
H -2.600796 -9.953937 -2.349869  0.311
C -2.891812 -2.495976 -1.013391  0.544
C -5.812977 -4.215013 0.827677  0.467
H -7.488168 -3.134140 0.330125  0.296
C -2.928553 4.564876 -5.504842  -0.858
C 5.964667 5.827701 -5.077315  -1.157
H -1.458405 -7.938851 -4.103919  0.281
H -1.749929 0.440381 3.221927  -0.204
H 2.638418 -6.226481 -2.308356  0.311
H 4.997837 5.590378 -5.449894  0.031
O 2.607036 0.630372 5.275726  -0.734
H 1.181053 -2.622130 4.368885  0.075
C -2.843563 -6.468957 5.309778  -1.184
H 8.769007 -0.084578 -4.788789  0.251
H -4.826469 7.593443 -0.236736  0.281
H 2.995349 -4.667336 -1.507435  -0.092
C 0.748022 -2.772310 2.335659  0.692
H 0.328811 -8.588274 6.178648  0.430
N -3.721179 -1.589784 1.137118  2.572
N 9.422804 -0.047719 -2.761003  -0.272
N -2.777990 -7.219429 1.083492  0.762
C -1.923686 0.760112 -0.498696  1.124
H -3.555148 3.762040 -5.936023  0.335
H 4.535341 6.673543 -1.155685  0.358
H 2.392143 2.942006 -6.756607  0.422
H -2.349432 4.141365 -4.766081  -0.005
C -2.687578 -2.355342 1.800845  -1.964
N -5.672403 2.724196 -1.858670  1.055
H -7.408500 0.921066 -3.467156  0.323
H -2.319876 5.045967 -6.230239  0.409
C 0.768383 5.187667 0.787860  1.430
H 0.140204 4.541979 0.192700  -1.118
H 2.749508 -5.275211 7.090220  0.384
H 4.720805 -0.952587 -2.680171  -0.764
C 4.759138 5.387354 2.971500  -0.928
C 5.072593 -0.177607 4.484756  -0.988
H -2.500795 8.549890 -2.840222  0.251
H 5.597712 5.258072 3.738013  0.219
H 0.036902 0.131337 2.624972  -0.187
H -0.102705 7.738499 -1.172566  0.130
O 0.215948 -8.368135 -2.385152  -0.796
C -3.891438 -1.611378 -0.243365  -0.156
H -3.194895 -6.206542 -0.789220  0.274
H -1.978875 -5.380626 0.356859  -0.868
H -2.623088 1.217310 -4.132391  -0.004
O -1.381174 -5.699943 3.632939  -0.574
C 0.265771 -2.614687 3.762313  -0.397
N -0.999816 5.936102 2.102553  0.244
H -1.833398 -6.090767 -3.152503  0.056
H -1.427965 6.209260 1.248838  0.047
H -2.046355 -0.303863 -0.756224  -1.518
H -1.511916 3.840511 -2.549846  0.358
H -6.881197 5.911749 -4.148913  0.337
C 4.858916 -1.482017 1.176008  -1.075
H 4.356251 6.373980 3.244616  0.371
C 4.860674 5.706324 -1.554182  -0.936
H 4.641032 2.814393 -3.743044  -0.054
H -4.566560 7.502395 -1.941701  -0.225
C -5.906052 0.524296 3.494399  0.643
H 5.980802 -0.725651 4.790803  0.463
O -1.851978 2.961829 4.220375  -0.450
C -2.952107 4.493875 -1.140855  0.914
C -0.019042 -0.890923 -4.925686  -0.902
H 5.556755 -0.842585 1.673163  0.354
H -2.989002 -8.919105 -4.440635  0.289
H -0.114272 9.209095 -2.137497  0.394
H 4.099636 5.633093 -3.546320  -0.018
H -6.368510 2.078925 4.743846  0.246
O 7.200105 -0.238626 -2.757459  -0.437
H 0.844856 6.196841 0.417622  0.719
H -5.691151 -3.858846 -1.767799  0.026
C -4.461668 -8.490834 -0.048309  -0.534
C -0.897675 2.398289 4.770877  0.616
O 5.523839 2.766898 2.867016  -0.763
H 1.708206 4.588941 -6.681770  0.340
C 2.721978 -5.230094 4.917705  0.898
H 3.600147 -3.542686 4.483469  0.119
H -0.458950 -7.378143 7.131752  0.318
H 0.942513 -0.591579 -5.386482  0.314
C 9.378648 0.528395 -4.150808  -0.838
N 2.034413 3.471778 -4.865439  0.542
H -0.332591 -0.594859 -1.687662  -0.568
C 8.351094 -0.813332 -0.636101  -0.730
H -0.064566 -4.650325 2.184614  -0.257
O 1.374311 -1.869237 1.790352  -0.328
H -7.856178 0.315147 2.853498  0.422
C 8.267289 -0.383879 -2.128214  0.649
H -6.707902 3.435338 -0.312776  0.473
H -5.896675 -4.700838 2.876855  0.448
C -1.238124 -5.180465 -2.957455  -0.558
H -3.945728 0.616104 5.127504  0.005
H 0.163392 -4.093002 -0.431501  -0.478
H -2.758615 -3.474585 1.588797  0.198
C -0.526568 -7.970677 6.205155  -1.210
C 5.480521 2.196310 -3.522680  -1.171
H 8.391881 0.127097 -0.123426  0.191
C 5.586035 2.175625 -2.011351  0.444
H 2.281740 0.468143 -0.624105  -0.485
H -4.156546 2.632245 0.842855  0.245
H -2.082553 7.321338 3.133753  0.407
H -2.151899 5.549321 -2.877036  0.179
H 5.621176 1.574822 5.379592  0.271
H -2.745990 3.163219 1.928365  0.279
H -0.181786 -1.651264 3.771759  -0.531
H 1.782880 4.685839 0.818765  -0.358
C -6.743138 -3.890951 -1.426576  -0.644
H -5.008382 -3.222494 2.517303  -0.172
O 1.002736 -3.416101 -3.030574  -0.502
H 4.144252 4.883745 -1.183266  0.050
H 4.244900 -0.825648 4.517758  0.191
O 7.183544 5.588845 -3.014958  -0.731
C -0.812709 0.365805 -4.537706  0.521
C -5.446975 1.806822 -2.861736  0.708
C -0.431124 1.052508 -0.550926  0.914
C 1.795108 4.103951 -2.502335  2.378
C 4.629766 -2.009534 -2.590718  0.137
C 2.531103 -4.605249 6.288031  -1.195
H 10.351168 -0.045147 -2.395254  0.224
C -0.543068 8.199863 -2.004485  -0.854
H -2.717913 -5.673765 6.128666  0.277
H -6.779184 0.437159 -1.865844  0.025
C -3.796107 -8.106621 1.243952  0.665
O -3.646676 6.814582 -5.136361  -0.702
H -6.031822 -0.209932 -3.360840  0.276
H 2.817614 3.844344 -2.071592  -1.545
H 1.833741 -3.601468 0.052697  -0.558
H -7.185539 -4.786128 -1.861126  0.327
H 4.729039 -4.720472 2.405776  0.408
C -0.704170 0.838070 3.029709  0.137
H -6.807575 0.963385 1.480845  -0.318
C -1.885112 -8.939396 -4.082734  -0.794
H -0.823774 1.633232 2.282131  -0.098
H 1.193316 3.218553 -2.410353  -0.276
H 0.333570 -1.405627 -3.979837  -0.015
H -1.853939 -2.421705 -0.619331  -0.607
H 3.865492 -1.201850 1.484225  -0.062
H 2.790959 4.378579 3.079461  -0.219
H -2.791577 -1.531305 -3.756012  -0.020
C -0.733320 -9.686523 -0.409025  -0.795
H 5.824321 5.573398 -1.179977  0.522
N 3.561671 -4.492382 4.133287  -0.109
C 0.205267 5.331668 2.175973  0.041
H -1.725503 -2.222428 1.381003  0.078
C -0.400652 2.981897 6.126885  -1.350
N -0.490615 -7.226355 5.042439  0.128
H -3.633124 -6.076995 4.685528  0.141
H 9.242097 -1.414577 -0.435041  0.466
H -1.463442 -6.744307 -0.481029  0.405
N -1.834020 -9.286137 -2.637794  -0.145
C -6.468591 0.711397 -2.943776  -1.056
H 5.995946 2.192467 0.511023  -0.264
N -2.601666 3.728364 -0.048492  2.053
N 4.831954 0.950376 5.212995  0.069
H 5.318026 0.093277 3.442830  0.191
H 6.186836 3.918258 0.375344  -0.168
H 2.043252 0.470122 -2.369840  0.197
C 1.182061 -4.655464 -2.755332  0.413
H 7.453822 -1.380496 -0.429262  -0.085
H 3.119037 -3.720159 6.529597  0.320
H -3.053186 -7.443557 5.653436  0.507
C -3.802195 5.624552 -4.996264  0.914
C -4.316121 8.049675 -1.061544  -0.844
O -4.833048 -1.173763 -0.872050  -0.609
C -1.532255 -6.513346 4.583639  0.422
H -4.973089 4.170624 -4.143028  0.103
H 0.429369 -6.884414 4.740277  0.220
H -2.752766 5.721803 3.225467  0.160
N 4.923654 5.543240 -2.967421  0.227
N -5.852925 1.218520 4.631460  -0.175
H -4.911212 3.364337 -1.716532  -0.318
H -0.395540 -3.403312 3.986323  -0.146
O -4.414050 1.870305 -3.529368  -0.670
H -5.274191 -0.109273 6.140405  0.299
O -4.996612 -5.040885 0.425343  -0.562
N 4.779312 -1.365055 -0.245681  1.917
O -4.162862 -8.469485 2.365740  -0.710
O -0.153758 1.358089 -4.267094  -0.437
H -7.250078 -3.009378 -1.878638  0.269
N 3.805400 4.295866 3.094682  0.569
H -7.360784 1.935669 2.778245  0.484
N -2.022884 8.280740 -1.972251  -0.058
H 3.551977 -2.246946 -2.818029  -0.262
H 0.308488 2.330196 6.546192  0.364
O 4.739432 -3.652054 -0.805411  -0.751
H 9.053986 1.541906 -4.075497  0.225
C -1.836009 6.275042 3.266213  -0.917
H 0.018998 3.997522 6.009170  0.229
H 6.785946 5.360224 -5.575971  0.385
H -2.287521 1.354369 -1.267875  0.015
O -5.222864 -0.491156 3.278592  -0.765
H -4.403639 -1.074346 1.682016  -0.241
H 5.242893 -2.650368 -3.208246  0.559
H -4.778815 1.527959 6.471642  0.308
H -1.216540 6.174288 4.183002  0.240
C 4.778232 -2.466493 -1.106829  0.700
H -1.404385 -4.527204 -3.808068  0.372
O -2.303679 7.249649 -0.031600  -0.695
H 3.173021 1.172570 2.686507  -0.299
H 0.697694 1.103792 4.575938  0.071
H 2.379522 2.602806 2.196497  -0.251
H -2.786982 -2.314288 -2.132089  -0.328
C 4.337230 3.045005 2.788466  0.268
H -5.527349 7.034274 -3.815239  0.433
H 3.369549 4.144137 -6.281547  0.221
H 4.785772 -0.453033 -0.627049  -0.949
H 3.108826 -4.039506 2.093742  -0.078
C 0.930631 -4.206439 0.333879  -0.038
H -3.264019 -3.576090 -0.954326  -0.217
H -1.690683 -4.683163 -2.046100  -0.289
H -3.738827 -8.929463 -0.701216  -0.191
H 1.635742 2.581066 -4.672529  0.058
H -1.199752 3.106135 6.841242  0.374
C -2.411779 -6.371840 -0.062653  -0.023
C 3.683737 -4.799397 2.677140  -0.489
H -4.026664 4.275934 1.561520  0.244
H -3.991708 -0.566870 -4.324314  -0.126
H 3.220684 3.398956 5.452832  0.103
H 2.671501 2.757757 6.989305  0.361
N -4.931835 5.157002 -4.441616  -0.052
N 6.623764 2.738439 -1.375432  0.317
H 5.114215 1.197702 -3.777425  0.189
H -4.799740 -7.544562 -0.441155  0.101
H 6.130172 6.915902 -5.225481  0.363

Force components x, y, z for each atom (eV/Å):
-0.2 -0.5 0.1
0.2 0.3 -0.7
0.0 0.2 0.2
0.1 -0.6 0.9
-1.2 0.4 0.2
0.1 0.0 0.2
-0.5 -2.7 1.2
-2.1 1.2 -0.5
-1.5 -0.6 1.0
-1.4 0.3 -0.1
0.0 -0.3 0.1
-0.6 -0.1 0.5
-1.8 2.1 2.2
0.9 -0.6 1.0
-0.8 -0.7 0.9
-0.3 0.1 0.0
1.4 -0.4 0.3
0.7 0.5 0.1
1.3 -2.6 -0.8
0.8 -0.4 0.3
-0.4 0.9 -0.5
0.9 0.3 0.5
0.9 -0.4 0.9
-0.6 0.2 -0.1
0.4 0.8 1.0
-0.6 -0.1 0.2
1.7 -0.5 -1.0
-1.2 0.9 0.3
1.3 -0.8 -1.6
-1.4 2.1 -2.8
-0.4 -1.6 0.1
-0.9 -1.1 -0.1
1.5 -1.4 0.2
0.2 1.3 -1.2
0.5 -0.9 0.3
0.2 -0.1 0.3
-0.7 0.9 0.6
0.2 -0.3 0.7
2.2 0.7 1.1
0.1 -0.3 -1.5
-2.2 0.8 -1.0
-0.4 0.6 0.6
0.2 0.5 -0.1
-1.7 -1.0 0.1
-0.7 0.4 -0.8
-0.4 0.4 -0.1
-1.3 2.4 0.5
0.7 -0.5 -0.4
-1.6 -1.0 -0.6
-0.3 -0.7 0.1
0.0 0.4 0.0
0.0 -1.2 0.6
0.2 1.7 0.2
0.5 -0.8 -0.8
0.2 0.4 0.0
-1.0 0.6 0.9
0.3 0.5 -0.8
-0.2 -0.2 0.4
0.5 0.0 0.7
0.9 1.4 -0.7
0.2 0.5 -0.5
0.9 0.6 0.0
-0.1 -0.5 -0.7
0.3 0.1 0.0
0.0 0.2 1.2
1.8 1.2 0.0
0.7 -1.0 -0.7
0.2 -0.9 1.0
0.7 -0.3 0.4
-1.1 -0.2 -1.8
0.9 1.7 1.0
0.0 -0.1 -0.7
1.2 -0.1 -0.5
-0.1 0.1 0.2
-0.7 -0.4 -0.4
0.2 0.4 0.0
-0.4 0.1 0.2
0.8 1.4 0.6
-0.6 0.0 -0.1
-0.1 0.0 0.5
-0.2 0.0 0.0
0.3 0.2 -0.7
1.1 -0.8 0.3
-0.1 0.2 -2.2
-0.1 0.4 -1.6
0.3 1.0 1.9
1.5 -2.1 1.1
0.5 0.4 0.0
-0.3 0.1 -0.6
-0.7 0.0 -0.5
1.4 -0.9 1.7
-0.6 -2.1 -1.5
-0.8 -2.1 -1.6
0.4 0.4 -0.1
0.7 0.0 -0.8
2.0 -1.2 0.7
-0.2 0.1 -0.3
0.1 -0.9 0.3
0.6 0.6 -0.4
0.6 0.5 2.0
2.5 -1.8 -2.5
0.5 -0.2 0.7
-0.9 -0.1 -1.3
-0.6 0.0 0.2
0.0 -0.3 1.7
-1.4 -1.1 1.1
0.8 -2.0 0.4
0.0 0.0 0.0
-1.4 -1.2 -0.5
0.6 -1.4 -0.7
0.1 -1.1 0.5
1.5 -0.3 -1.2
-0.3 -0.3 1.9
0.5 0.3 0.3
0.1 0.1 -1.0
-0.2 0.7 0.0
0.4 -1.4 -1.1
0.1 0.0 0.0
-1.2 0.4 -0.5
-0.4 -0.5 -0.3
-2.7 -1.5 0.9
-0.2 1.1 -0.6
-0.6 -0.4 -0.7
-0.5 -0.9 -1.4
-0.4 0.2 0.4
-0.1 -0.9 0.0
0.6 -1.1 1.4
0.5 0.3 1.9
0.7 0.6 -0.2
1.8 0.1 0.8
-0.2 -0.5 0.1
-0.3 0.3 0.2
0.2 -0.3 0.0
1.4 -0.5 1.4
0.1 0.2 -0.6
-0.5 0.0 0.1
-1.7 0.3 0.6
-0.5 3.4 1.6
-0.2 0.3 0.3
-0.7 0.7 -0.1
1.9 1.3 0.4
0.5 0.0 -0.7
-0.3 -0.1 -0.1
-0.9 -0.2 -0.2
0.6 -1.4 1.6
0.4 3.1 1.1
0.8 0.3 0.2
0.2 -0.2 -2.1
0.5 0.6 -0.4
0.1 0.2 0.1
-0.4 -0.5 -0.6
-0.9 0.4 -0.6
-0.2 1.8 1.2
0.2 -0.8 0.6
-0.6 0.3 1.1
1.1 -0.4 -0.2
-0.1 0.4 0.1
-0.6 1.0 0.7
0.2 -0.8 2.0
0.1 -1.3 1.1
-0.1 0.3 0.7
0.4 -0.4 -0.4
-0.5 -0.1 -0.3
-0.2 -0.4 0.3
-0.2 0.4 0.2
0.0 -1.3 0.3
-0.7 -0.1 -0.1
-0.4 -0.6 0.0
-0.5 0.7 0.5
-1.0 0.7 0.0
1.0 0.8 -1.1
1.6 0.5 0.4
0.1 -3.1 0.8
1.2 1.4 0.1
-1.0 -0.8 -0.1
-0.1 0.2 0.1
1.0 -1.1 -0.6
-0.1 0.9 1.5
0.0 -1.4 -0.2
2.2 0.6 -0.5
-1.8 -1.5 1.5
0.3 0.0 -0.1
0.0 -0.3 0.8
-0.7 0.5 -1.9
-0.1 -1.5 -0.7
0.6 0.3 -1.8
-0.8 0.1 0.5
1.0 1.4 -0.2
-0.1 0.5 0.0
-1.3 0.2 -0.3
-1.0 -0.3 0.4
-0.2 -0.2 0.5
0.2 0.0 -0.2
-1.0 0.0 -1.1
0.2 -0.8 0.0
-2.2 1.0 1.2
0.0 -0.2 0.0
-0.5 -0.3 0.0
-0.6 0.5 -0.8
-0.6 -0.4 -0.1
-0.4 -0.3 1.1
0.2 0.6 -0.2
0.5 0.1 -0.6
0.4 1.6 -2.5
1.5 -0.6 0.7
-0.9 -0.4 -0.5
-1.4 0.6 -0.6
1.2 1.1 -0.2
-0.4 0.4 -1.2
-0.4 1.7 -1.9
0.0 -0.2 -0.4
-0.1 0.2 0.0
-0.5 -0.4 -0.6
-1.6 -1.5 -0.8
-0.6 -1.6 1.5
0.1 0.2 -0.1
0.8 0.7 -0.1
0.3 2.6 2.0
-0.5 -0.1 0.1
0.6 -0.2 -0.2
0.1 0.4 -0.5
0.6 3.2 -0.5
-0.2 0.1 0.3
0.0 0.1 -0.5
-0.8 -0.8 0.9
-1.5 -0.2 0.4
1.4 0.1 -0.4
-0.7 1.1 0.4
0.4 2.6 -1.4
0.4 0.7 -0.6
-0.3 -0.3 -0.2
-0.3 -0.6 0.5
-0.6 0.8 0.4
0.9 -0.3 0.6
-0.1 0.7 0.4
-0.9 -0.9 0.7
-0.3 0.0 -0.2
0.4 -0.5 -0.3
0.3 0.4 0.1
1.1 -2.4 -1.1
0.5 0.1 -0.9
0.0 1.1 0.3
0.3 -0.6 0.4
1.1 -1.4 -0.3
0.0 0.5 0.1
0.0 0.0 -0.6
0.9 0.0 0.0
1.2 -0.8 0.7
0.5 0.7 0.8
-0.3 0.7 -0.4
1.7 0.5 -0.4
0.0 -0.6 -0.4
0.3 -0.6 -0.3
-1.5 1.1 -1.2
-0.4 1.1 0.4
0.0 -0.1 0.2
0.3 0.3 -0.3
0.1 -0.9 -1.6
-0.8 -0.3 -0.5
-0.7 2.1 -0.9
0.4 0.2 -0.1
1.4 -1.8 3.2
0.1 -0.6 0.3
-0.6 0.3 0.3
-1.5 0.3 -0.7
-0.6 0.3 1.6
-1.4 -0.4 -1.4
-0.3 -0.4 -0.2
0.5 0.9 0.2
0.0 0.9 -0.8
0.3 -0.9 0.3
1.0 -0.3 -0.3
0.5 1.3 0.3
0.5 -0.4 -1.0
0.1 -0.5 -0.6
-0.5 -0.6 0.4
-0.6 -0.2 0.0
2.1 0.8 1.6
-0.4 -0.2 0.5
0.4 -0.4 -0.9
-1.0 0.6 -0.4
-0.4 0.9 -0.9
0.3 -0.3 -0.4
-1.4 -1.6 1.7
1.4 1.3 -0.3
0.4 0.0 0.0
0.3 0.6 -0.6
-0.2 -0.4 -0.1

Lowest unoccupied orbital energy = 0.4 eV
Multiplicity = 1
Largest force on an atom = 3.97 eV/A
ΔE to the lowest compared entry with this formula, charge and spin = 292.5 kJ/mol
E_HOMO = -0.3222 hartree
Frontier orbital gap = 0.3356 Eh